# 1
Molecular formula: C3H2O
Method: DFT, wB97M-V/def2-TZVPD

Geometry as ORCA input:
```
! RIJCOSX wB97M-V def2-TZVPD def2/J DEFGRID3
* xyz 0 1
O 1.42 -0.17 -1.46
C 0.57 -0.03 -0.63
C 0.04 -1.03 0.39
C -0.74 -0.26 0.95
H 0.05 0.93 -0.51
H -1.34 0.57 1.26
*
```

Results
HOMO-LUMO gap = 9.8008 eV
E_HOMO = -10.26 eV
largest force on an atom = 0.030 Eh/bohr
energy above the lowest of the compared OMol25 structures with the same formula, charge and spin = 52.2 kcal per mole
E_tot = -190.57933 Ha



# 2
Molecular formula: C3H2O2S
Method: DFT, wB97M-V/def2-TZVPD

Geometry as ORCA input:
```
! RIJCOSX wB97M-V def2-TZVPD def2/J DEFGRID3
* xyz 0 1
C 0.76 0.70 0.39
C -1.72 -0.86 0.56
C 1.31 0.41 -0.74
O 0.26 0.89 1.42
O -1.34 -1.48 1.48
S -2.31 -0.29 -0.72
H 2.33 0.72 -0.91
H 0.70 -0.08 -1.47
*
```

Results
HOMO-LUMO gap = 10.0660 eV
E_HOMO = -9.54 eV
largest force on an atom = 0.101 Eh/bohr
energy above the lowest of the compared OMol25 structures with the same formula, charge and spin = 5.2 kcal per mole
E_tot = -664.15763 Ha



# 3
Molecular formula: C3H2O2S
Method: DFT, wB97M-V/def2-TZVPD

Geometry as ORCA input:
```
! RIJCOSX wB97M-V def2-TZVPD def2/J DEFGRID3
* xyz 0 1
C 0.96 1.25 0.49
C 1.06 0.80 3.84
C -0.21 1.28 0.02
O 2.05 1.26 0.88
O 1.82 0.04 4.25
S 0.08 1.95 3.44
H -0.26 1.47 -1.11
H -1.00 0.98 0.72
*
```

Results
HOMO-LUMO gap = 10.0201 eV
E_HOMO = -9.47 eV
largest force on an atom = 0.067 Eh/bohr
energy above the lowest of the compared OMol25 structures with the same formula, charge and spin = 5.5 kcal per mole
E_tot = -664.15716 Ha



# 4
Molecular formula: C3H2O3
Method: DFT, wB97M-V/def2-TZVPD

Geometry as ORCA input:
```
! RIJCOSX wB97M-V def2-TZVPD def2/J DEFGRID3
* xyz 0 1
C 1.03 1.07 -0.25
C 1.40 -0.03 -0.02
C -2.58 -0.11 0.10
O -2.17 -1.13 0.44
O -2.94 0.92 -0.25
O 1.69 -1.33 -0.02
H 0.96 2.16 -0.27
H 2.60 -1.57 0.27
*
```

Results
HOMO-LUMO gap = 10.2625 eV
E_HOMO = -9.81 eV
largest force on an atom = 0.062 Eh/bohr
energy above the lowest of the compared OMol25 structures with the same formula, charge and spin = 39.5 kcal per mole
E_tot = -341.17390 Ha



# 5
Molecular formula: C3H2O3
Method: DFT, wB97M-V/def2-TZVPD

Geometry as ORCA input:
```
! RIJCOSX wB97M-V def2-TZVPD def2/J DEFGRID3
* xyz 0 1
O -1.67 -0.44 0.95
C -0.98 0.52 0.71
C 0.07 0.43 -0.39
O 0.23 1.32 -1.19
C 0.93 -0.83 -0.43
O 1.37 -1.29 0.59
H -1.12 1.51 1.20
H 1.17 -1.22 -1.44
*
```

Results
HOMO-LUMO gap = 9.0050 eV
E_HOMO = -10.12 eV
largest force on an atom = 0.013 Eh/bohr
energy above the lowest of the compared OMol25 structures with the same formula, charge and spin = 35.3 kcal per mole
E_tot = -341.18059 Ha



# 6
Molecular formula: C3H2O3S
Method: DFT, wB97M-V/def2-TZVPD

Geometry as ORCA input:
```
! RIJCOSX wB97M-V def2-TZVPD def2/J DEFGRID3
* xyz 0 1
C -1.38 0.31 -0.20
C 0.01 -0.53 -0.80
C 1.26 -0.56 0.20
H 0.08 1.26 1.49
H 2.27 -1.02 -0.39
O -2.39 0.06 -0.86
O 0.03 -1.14 -1.79
O 1.23 -0.06 1.35
S -1.11 1.68 1.00
*
```

Results
HOMO-LUMO gap = 8.0214 eV
E_HOMO = -9.63 eV
largest force on an atom = 0.095 Eh/bohr
energy above the lowest of the compared OMol25 structures with the same formula, charge and spin = 70.6 kcal per mole
E_tot = -739.33874 Ha



What is the formula in the second record? C3H2O2S



What is the energy above the lowest of the compared OMol25 structures with the same formula, charge and spin in the sixth record? 70.6 kcal per mole



Which of these has the highest energy above the lowest of the compared OMol25 structures with the same formula, charge and spin? C3H2O3S



Repeat the third record exactly.
Molecular formula: C3H2O2S
Method: DFT, wB97M-V/def2-TZVPD

Geometry as ORCA input:
```
! RIJCOSX wB97M-V def2-TZVPD def2/J DEFGRID3
* xyz 0 1
C 0.96 1.25 0.49
C 1.06 0.80 3.84
C -0.21 1.28 0.02
O 2.05 1.26 0.88
O 1.82 0.04 4.25
S 0.08 1.95 3.44
H -0.26 1.47 -1.11
H -1.00 0.98 0.72
*
```

Results
HOMO-LUMO gap = 10.0201 eV
E_HOMO = -9.47 eV
largest force on an atom = 0.067 Eh/bohr
energy above the lowest of the compared OMol25 structures with the same formula, charge and spin = 5.5 kcal per mole
E_tot = -664.15716 Ha